Arrangement P

The following is a quantum chemistry calculation of a cluster of 2 separate species, C5H9NO3 in total, from OMol25.

- E_HOMO (eV) = -9.44
- SMILES = O=C1OC[C@H]1O.[H]/N=C\C
- frontier orbital gap (eV) = 10.32

```
18
Properties=species:S:1:pos:R:3:nbo_charge:R:1
O 0.5548 1.1401 -1.1651 -0.58
C -0.5930 1.0141 -0.8863 0.76
O -1.6263 1.7817 -1.3145 -0.49
C -2.6456 0.9697 -0.7083 -0.09
C -1.6089 0.0960 0.0164 0.01
O -1.7030 -1.2476 -0.1400 -0.75
H -3.2103 0.4136 -1.4600 0.20
H -3.3102 1.5671 -0.0848 0.19
H -1.4439 0.4015 1.0625 0.16
H -0.7191 -1.6800 -0.0175 0.51
H 1.2123 -1.4651 -0.9153 0.36
N 0.8842 -1.5950 0.0401 -0.67
C 1.4558 -0.8651 0.9011 0.21
C 2.6858 -0.0489 0.7152 -0.69
H 1.0488 -0.9202 1.9092 0.17
H 2.5737 0.9112 1.2179 0.24
H 3.5324 -0.5726 1.1714 0.24
H 2.9125 0.0994 -0.3420 0.24
```

=====

Arrangement Q

The following is a quantum chemistry calculation of a cluster of 2 separate species, C5H9NO3 in total, from OMol25.

- E_HOMO (eV) = -8.66
- SMILES = COC(=N)OC.C=C=O
- frontier orbital gap (eV) = 9.48

```
18
Properties=species:S:1:pos:R:3:nbo_charge:R:1
C 0.6268 -1.7592 -1.1649 -0.25
O 0.4565 -0.6645 -0.2535 -0.56
C -0.0926 0.6190 -0.7701 0.85
N -0.6343 0.5792 -1.9099 -0.76
O 0.5509 1.6942 -0.2776 -0.52
C 1.2045 1.6545 0.9860 -0.26
H 0.9827 -2.5956 -0.5645 0.20
H 1.3361 -1.4903 -1.9490 0.20
H -0.3390 -1.9897 -1.6158 0.20
H -0.8216 1.4985 -2.2942 0.37
H 0.4930 1.5026 1.7995 0.20
H 1.6611 2.6357 1.1090 0.20
H 1.9661 0.8729 1.0146 0.19
C -1.7433 -0.0648 0.9286 -0.84
C -0.7983 -0.9863 1.2474 0.76
O -0.2100 -1.6365 2.0294 -0.50
H -2.4198 0.2550 1.7171 0.25
H -2.2187 -0.1247 -0.0322 0.26
```

=====

Arrangement R

The following is a quantum chemistry calculation of the molecule C5H9NO3, from OMol25.

- E_HOMO (eV) = -6.73
- SMILES = C/C(O)=C/C(O)=C(/N)O
- frontier orbital gap (eV) = 7.31

```
18
Properties=species:S:1:pos:R:3:nbo_charge:R:1
C -1.9891 0.6099 1.2231 -0.69
C -0.8884 0.7114 0.2122 0.33
O -1.3260 0.6509 -1.1224 -0.70
C 0.3608 1.2797 0.4926 -0.36
C 1.3268 0.5177 -0.1576 0.13
O 2.3573 1.0673 -0.8855 -0.68
C 0.8925 -0.8216 -0.2965 0.42
N 1.1880 -1.5507 -1.4305 -0.83
O 0.5740 -1.6737 0.7400 -0.70
H -2.8738 1.1812 0.9267 0.22
H -1.6541 0.9641 2.2010 0.23
H -2.2894 -0.4396 1.3472 0.22
H -1.9818 -0.0560 -1.1957 0.46
H 0.5560 2.0893 1.1895 0.20
H 2.9840 0.3612 -1.0974 0.48
H 0.8530 -2.5046 -1.4156 0.39
H 0.9478 -1.0616 -2.2839 0.39
H 0.9624 -1.3248 1.5529 0.50
```

=====

Arrangement S

The following is a quantum chemistry calculation of a cluster of 2 separate species, C5H9NO3 in total, from OMol25.

- E_HOMO (eV) = -10.02
- SMILES = O=C[C@@H]1CNC(=O)C1.O
- frontier orbital gap (eV) = 10.34

```
18
Properties=species:S:1:pos:R:3:nbo_charge:R:1
O -2.4087 -0.1689 0.2394 -0.54
C -1.6074 -0.8999 -0.3094 0.47
C -0.2264 -0.4849 -0.7077 -0.34
C 0.8702 -1.5347 -0.4108 -0.20
N 2.0536 -0.7099 -0.2761 -0.61
C 1.8292 0.6148 -0.1551 0.68
O 2.6834 1.4721 0.0309 -0.60
C 0.3255 0.8353 -0.1794 -0.51
H -1.8765 -1.9552 -0.5269 0.12
H -0.3559 -0.4276 -1.8178 0.24
H 0.6612 -2.0828 0.5216 0.19
H 0.9805 -2.2642 -1.2221 0.21
H 2.9754 -1.1031 -0.1364 0.42
H 0.0056 1.0279 0.8556 0.25
H 0.0695 1.7087 -0.7892 0.25
O -2.1721 1.9827 1.9783 -0.96
H -2.2096 1.3102 1.2555 0.49
H -1.5974 2.6794 1.6497 0.46
```

=====

Which is most stable, and by how much? arrangement S, by 1.547 eV.

=====

Arrangement P

The following is a quantum chemistry calculation of a cluster of 2 separate species, C4H12N2 in total, from OMol25.

- E_HOMO (eV) = -8.99
- SMILES = [H]/N=C/C.CNC
- frontier orbital gap (eV) = 9.96

```
18
Properties=species:S:1:pos:R:3:nbo_charge:R:1
H -3.8236 -0.8908 0.6032 0.33
N -3.5318 -0.0397 0.1076 -0.61
C -2.3449 -0.1942 -0.3707 0.13
C -1.6558 0.9049 -1.1135 -0.68
H -1.7863 -1.1300 -0.2047 0.14
H -2.3704 1.6689 -1.4288 0.24
H -0.9035 1.3553 -0.4609 0.23
H -1.1542 0.4848 -1.9888 0.22
C 1.6478 -0.1184 1.6841 -0.42
N 1.4368 -0.8703 0.4541 -0.62
C 2.1073 -0.2316 -0.6701 -0.42
H 1.2573 0.9014 1.6036 0.16
H 1.1241 -0.6142 2.5074 0.20
H 2.7101 -0.0778 1.9448 0.19
H 0.4401 -0.9264 0.2661 0.34
H 1.7381 0.7861 -0.8341 0.16
H 1.9180 -0.8076 -1.5814 0.20
H 3.1907 -0.2005 -0.5178 0.20
```

=====

Arrangement Q

The following is a quantum chemistry calculation of a structure of composition C4H12N2, from OMol25.

- E_HOMO (eV) = -8.64
- frontier orbital gap (eV) = 8.62

```
18
Properties=species:S:1:pos:R:3:nbo_charge:R:1
C -0.9892 0.9790 -1.5384 -0.61
C -0.4029 1.7249 -0.2782 -0.41
C 1.1135 1.8560 -0.1433 -0.61
N 0.1794 -0.8574 0.8073 -0.76
C 0.3700 -2.1576 0.4714 0.32
N -0.3893 -3.1537 1.1077 -0.88
H -0.9220 -0.0784 -1.2453 0.20
H -0.4291 1.1180 -2.5040 0.20
H -2.0507 1.2693 -1.6609 0.21
H -0.8380 2.6651 0.0467 0.19
H -0.7582 1.0016 0.4562 0.22
H 1.3577 2.3008 0.8573 0.20
H 1.4714 2.5359 -0.9425 0.19
H 1.5111 0.8393 -0.1865 0.22
H 1.1711 -2.6221 -0.1395 0.17
H 0.8727 -1.4141 1.5487 0.39
H -1.3642 -2.8505 1.2627 0.39
H 0.0966 -3.1558 2.0805 0.38
```

=====

Which is most stable, and by how much? arrangement P, by 3.594 eV.

=====

Arrangement P

The following is a quantum chemistry calculation of a cluster of 2 separate species, C4H12N2 in total, from OMol25.

- E_HOMO (eV) = -9.61
- SMILES = CCCN.C=N
- frontier orbital gap (eV) = 10.58

```
18
Properties=species:S:1:pos:R:3:nbo_charge:R:1
C 0.9379 -1.8722 0.5323 -0.60
C 0.0228 -0.6563 0.3648 -0.41
C -1.4254 -1.0783 0.2271 -0.21
N -2.3186 0.1098 0.3526 -0.82
H 0.8963 -2.4965 -0.3624 0.20
H 0.6079 -2.4843 1.3725 0.20
H 1.9754 -1.5897 0.7059 0.21
H 0.0558 -0.0092 1.2449 0.21
H 0.3559 -0.0589 -0.4853 0.19
H -1.7175 -1.7447 1.0398 0.18
H -1.6157 -1.6066 -0.7143 0.16
H -3.2760 -0.2290 0.2487 0.35
H -2.2121 0.6568 -0.4942 0.34
C 1.2742 2.7313 -1.0634 -0.05
N 1.9518 2.8878 -0.0099 -0.58
H 0.5272 3.4709 -1.3388 0.16
H 1.4022 1.8871 -1.7440 0.14
H 2.5580 2.0818 0.1237 0.33
```

=====

Arrangement Q

The following is a quantum chemistry calculation of the molecule C4H12N2, from OMol25.

- E_HOMO (eV) = -8.09
- SMILES = CC(C)NCN
- frontier orbital gap (eV) = 9.22

```
18
Properties=species:S:1:pos:R:3:nbo_charge:R:1
C -1.6769 -0.1353 -0.8579 -0.61
C -0.5678 -0.6416 0.0558 -0.05
C -1.1495 -1.0882 1.3979 -0.62
N 0.4433 0.3730 0.2390 -0.68
C 1.7578 0.2678 -0.3561 -0.02
N 2.4619 1.5266 -0.4270 -0.83
H -2.2182 0.7103 -0.4454 0.20
H -1.2591 0.1331 -1.8216 0.21
H -2.4704 -0.8747 -0.9859 0.20
H -0.1061 -1.4350 -0.5159 0.19
H -0.3533 -1.0682 2.1504 0.22
H -1.9054 -0.3759 1.7114 0.20
H -1.5241 -2.1038 1.4510 0.21
H 0.1356 1.2508 0.6171 0.37
H 2.3312 -0.4854 0.1966 0.15
H 1.6465 -0.1580 -1.3581 0.15
H 2.1255 2.1608 0.2841 0.35
H 2.3290 1.9437 -1.3356 0.36
```

=====

Which is most stable, and by how much? arrangement Q, by 0.433 eV.

=====

Arrangement P

The following is a quantum chemistry calculation of the molecule C4H12N2, from OMol25.

- E_HOMO (eV) = -8.44
- SMILES = CN[C@@H](C)CN
- frontier orbital gap (eV) = 9.53

```
18
Properties=species:S:1:pos:R:3:nbo_charge:R:1
C 0.4087 -2.0265 -0.8054 -0.41
N 0.7852 -0.6589 -1.0916 -0.64
C 0.1536 0.4381 -0.4041 -0.05
C -1.3454 0.5665 -0.7397 -0.64
C 0.3635 0.2971 1.1154 -0.22
N -0.1006 1.4509 1.9044 -0.83
H -0.6325 -2.2639 -1.0251 0.16
H 1.0540 -2.6488 -1.4230 0.20
H 0.5673 -2.2958 0.2337 0.19
H 0.9261 -0.5111 -2.0751 0.36
H 0.6106 1.3604 -0.7458 0.18
H -1.9197 1.1954 -0.0534 0.21
H -1.8437 -0.3991 -0.5491 0.20
H -1.5095 0.8195 -1.7650 0.21
H -0.2149 -0.5664 1.3915 0.18
H 1.4307 0.1612 1.2734 0.19
H -1.0181 1.2627 2.2783 0.36
H -0.1027 2.2813 1.3298 0.35
```

=====

Arrangement Q

The following is a quantum chemistry calculation of a cluster of 2 separate species, C4H12N2 in total, from OMol25.

- E_HOMO (eV) = -8.71
- SMILES = C=NC.CNC
- frontier orbital gap (eV) = 9.81

```
18
Properties=species:S:1:pos:R:3:nbo_charge:R:1
C -1.9802 1.4373 1.0138 -0.06
N -1.1027 2.0960 0.4002 -0.39
C -1.2145 2.1448 -1.0570 -0.45
H -1.9350 1.3827 2.0965 0.18
H -2.7891 0.9034 0.5068 0.14
H -1.1075 3.1898 -1.3303 0.21
H -2.1419 1.7119 -1.4316 0.17
H -0.3544 1.6206 -1.4791 0.20
C 2.1992 -1.8837 0.7994 -0.42
N 0.9709 -1.0933 0.6855 -0.63
C 0.2804 -1.2641 -0.6001 -0.41
H 2.5055 -2.3034 -0.1625 0.17
H 3.0253 -1.2797 1.1806 0.19
H 2.0661 -2.7126 1.4928 0.19
H 1.2295 -0.1153 0.7337 0.35
H -0.7482 -0.9237 -0.4955 0.19
H 0.3645 -2.2772 -0.9729 0.19
H 0.7320 -0.6334 -1.3802 0.16
```

=====

Arrangement R

The following is a quantum chemistry calculation of a cluster of 2 separate species, C4H12N2 in total, from OMol25.

- E_HOMO (eV) = -7.99
- SMILES = C=CN.CCN
- frontier orbital gap (eV) = 8.81

```
18
Properties=species:S:1:pos:R:3:nbo_charge:R:1
C 4.3519 -0.5033 -1.3821 -0.57
C 3.1821 -0.8122 -0.7829 0.05
N 3.0304 -1.7996 0.2016 -0.81
H 4.9973 -1.3365 -1.6535 0.19
H 4.7466 0.4940 -1.4571 0.22
H 2.2970 -0.2192 -1.0082 0.18
H 3.9705 -1.9810 0.5339 0.37
H 2.5220 -1.4036 0.9805 0.38
C -1.9424 0.3161 0.8185 -0.63
C -3.2439 0.4775 0.0438 -0.22
N -4.1315 1.6115 0.3116 -0.83
H -1.2204 1.0139 0.3823 0.20
H -1.5534 -0.6882 0.6468 0.21
H -2.0212 0.5483 1.8801 0.20
H -3.8696 -0.4117 0.1073 0.18
H -3.0375 0.5768 -1.0265 0.18
H -4.4119 1.6274 1.2847 0.35
H -3.6662 2.4898 0.1193 0.35
```

=====

Which is most stable, and by how much? arrangement P, by 1.034 eV.

=====

Arrangement P

The following is a quantum chemistry calculation of a cluster of 2 separate species, C4H12N2 in total, from OMol25.

- E_HOMO (eV) = -9.46
- SMILES = C=NC.CCN
- frontier orbital gap (eV) = 10.22

```
18
Properties=species:S:1:pos:R:3:nbo_charge:R:1
C 0.6685 2.1968 -2.0137 -0.06
N -0.0232 2.1058 -3.0624 -0.39
C -1.1765 1.2010 -3.0102 -0.44
H 0.1487 2.0555 -1.0539 0.12
H 1.7388 2.3807 -2.0364 0.18
H -2.1119 1.6617 -3.3233 0.20
H -1.3006 0.8537 -1.9757 0.16
H -0.9197 0.3518 -3.6369 0.21
C 0.1255 -2.2125 2.6403 -0.63
C -0.1559 -1.0434 1.7300 -0.22
N 1.0000 -0.1301 1.7405 -0.82
H 0.4295 -1.8660 3.6385 0.21
H -0.7525 -2.8212 2.8535 0.21
H 1.0188 -2.7984 2.4108 0.20
H -0.3300 -1.3137 0.6835 0.16
H -1.0724 -0.5805 2.0967 0.19
H 1.8220 -0.5834 1.3401 0.34
H 0.8907 0.5420 0.9785 0.34
```

=====

Arrangement Q

The following is a quantum chemistry calculation of a cluster of 2 separate species, C4H12N2 in total, from OMol25.

- E_HOMO (eV) = -7.82
- SMILES = C=NC.CNC
- frontier orbital gap (eV) = 8.81

```
18
Properties=species:S:1:pos:R:3:nbo_charge:R:1
C 1.9489 -0.2664 -0.6231 -0.04
N 0.8794 -0.7306 -1.0984 -0.43
C 0.5960 -0.6868 -2.4969 -0.44
H 2.2650 -0.5504 0.3775 0.18
H 2.4570 0.5913 -1.0880 0.14
H 1.1069 0.1286 -3.0388 0.17
H 0.9429 -1.6053 -2.9682 0.22
H -0.4684 -0.5594 -2.6874 0.21
C -0.9673 1.4854 0.6387 -0.41
N -0.6235 0.2270 1.2305 -0.68
C -1.5208 -0.2557 2.2575 -0.40
H -0.4869 2.3644 1.0934 0.17
H -2.0513 1.6256 0.6119 0.17
H -0.5960 1.5970 -0.3875 0.19
H -0.1667 -0.4524 0.6420 0.40
H -2.3897 -0.7715 1.8194 0.16
H -1.0010 -1.0418 2.8064 0.19
H -1.8116 0.5282 2.9495 0.19
```

=====

Which is most stable, and by how much? arrangement P, by 0.061 eV.